22
Properties=species:S:1:pos:R:3:forces:R:3 method="wB97M-V/def2-TZVPD" gap_ev="8.22 / 6.17" e_above_lowest_kj_mol=326.7 lumo_ev="-4.53 / -5.96" homo_energy_ev="-12.8 / -12.1" multiplicity=1 e_tot_ha=-605.7343 total_charge=+1
C 0.516477 2.102629 0.040316 1.8 0.9 3.9
C 1.456714 -0.355820 0.899463 -0.3 3.8 -2.1
C -0.542825 -0.197107 -1.569183 -0.9 -2.3 0.4
C 0.340225 0.693083 0.625124 0.5 0.7 -1.0
C -1.468096 -0.851997 0.677619 -1.6 -3.7 -1.2
N -1.237576 -2.187133 0.462947 0.1 0.1 -1.0
N -0.831371 0.134692 -0.115100 -2.6 2.2 -1.2
I -4.235740 -0.513838 -0.899888 0.9 0.1 0.6
H 1.179419 2.757889 0.783794 -1.2 -1.5 -1.9
H 0.919565 2.028156 -0.873019 2.0 0.3 -3.4
H -0.395508 2.661229 -0.077973 -0.8 -0.1 0.3
H 2.144725 0.267406 1.471752 0.8 -0.5 -0.5
H 1.761403 -0.799112 -0.030311 1.0 0.0 -0.1
H 1.122257 -1.081884 1.522426 -1.2 -2.2 1.9
H 0.449823 -0.583326 -1.526220 0.9 0.2 -0.6
H -1.156001 -1.154463 -1.913764 0.7 2.8 0.5
H -0.667514 0.769071 -2.071924 0.1 -0.9 -0.5
H 0.059179 1.004644 1.559545 -1.7 -0.1 2.6
H -1.532567 -0.693762 1.701358 -0.4 1.2 1.6
H -1.392649 -2.653727 -0.414121 0.3 0.8 -1.0
H -1.545995 -2.925940 1.069405 -0.1 0.7 1.4
H -1.574147 0.958803 -0.279601 1.7 -2.2 1.1

=====

43
Properties=species:S:1:pos:R:3:forces:R:3 method="wB97M-V/def2-TZVPD" gap_ev=10.45 e_above_lowest_kj_mol=93.2 lumo_ev=0.01 homo_energy_ev=-10.4 multiplicity=1 smiles="CCCC=O.O.O.O.O.O.O.O.O.O.O" e_tot_ha=-996.8269
C 3.133442 2.146595 -1.121653 -0.3 -0.7 -1.2
C 2.315544 1.087697 -0.371224 0.5 1.4 0.1
C 1.321813 0.317027 -1.240259 1.0 0.6 -0.1
C 0.576512 -0.619992 -0.369878 0.1 -0.6 -0.5
O -0.196309 -1.471771 -0.776304 0.3 0.1 0.3
H 3.668160 2.843423 -0.487862 0.2 -0.1 0.2
H 2.525252 2.736591 -1.803530 -0.3 0.1 0.3
H 3.810513 1.615792 -1.800507 0.4 0.2 0.3
H 1.865980 1.605003 0.481088 -0.5 -0.2 -0.1
H 3.040789 0.399647 0.067044 -0.2 -0.3 0.0
H 1.920533 -0.118309 -2.049432 -0.2 -0.8 0.2
H 0.604542 0.897043 -1.818637 -0.1 0.5 0.4
H 0.809673 -0.519103 0.695212 -0.5 -0.1 0.2
O 0.574470 4.031447 -1.641181 0.0 0.3 0.2
H -0.127431 3.567019 -2.101053 0.0 -0.1 0.1
H 0.301567 4.013034 -0.707219 0.1 -0.1 -0.1
O 2.499959 -2.448293 0.055847 0.2 -0.6 -0.4
H 3.217263 -3.098913 0.102437 -0.1 0.3 0.2
H 2.135562 -2.591391 -0.828676 0.0 0.1 0.1
O 0.775479 -3.148389 2.202316 0.1 -0.4 0.5
H 1.004549 -3.140085 1.263056 -0.2 0.1 0.1
H -0.127663 -3.450141 2.330499 0.0 -0.1 -0.4
O -1.420916 0.931332 1.857096 -0.3 -0.2 0.1
H -2.295977 1.211856 2.148076 0.0 -0.1 -0.1
H -0.886585 0.899391 2.660968 0.2 -0.2 -0.1
O 0.843428 -0.569095 2.965120 0.1 0.2 0.4
H 1.745450 -0.413210 2.668972 0.1 0.0 0.1
H 0.816564 -1.525616 3.156198 0.0 0.3 -0.5
O -2.601450 -2.659427 0.100242 0.1 0.0 -0.3
H -1.657907 -2.579164 -0.111675 -0.1 0.0 0.3
H -2.985351 -2.434152 -0.762941 0.1 -0.3 0.1
O -1.640043 -2.677205 -2.799008 0.0 -0.4 0.0
H -1.757444 -1.968345 -3.436068 0.2 0.1 0.1
H -0.831691 -2.480109 -2.298420 -0.4 0.3 -0.3
O -1.293634 1.981261 -0.829161 -0.2 0.1 -0.2
H -1.643584 1.316419 -0.218471 -0.2 0.1 -0.1
H -2.039919 2.307256 -1.343862 -0.2 -0.3 0.1
O -0.301926 3.419560 1.301118 0.2 1.5 0.2
H -1.067402 3.107193 0.805222 0.5 -0.5 0.0
H 0.336837 2.712632 1.380447 -0.3 -0.4 -0.2
O -3.494080 -0.047433 0.036353 0.2 -0.3 0.2
H -2.711309 -0.581572 0.265898 0.0 0.3 0.0
H -4.154942 -0.714278 0.259767 -0.3 0.3 -0.1

=====

9
Properties=species:S:1:pos:R:3:forces:R:3 method="wB97M-V/def2-TZVPD" gap_ev=9.47 e_above_lowest_kj_mol=25.0 lumo_ev=-0.08 homo_energy_ev=-9.6 multiplicity=1 smiles="C=CP(=S)(Cl)Cl" e_tot_ha=-1737.9579
C 0.116781 -1.599990 0.321076 -2.3 -2.7 0.9
C -0.606497 -0.524317 0.289652 -1.8 3.8 -0.9
P 0.233600 1.101692 -0.350038 0.5 -0.2 1.3
S 1.818317 0.955773 -1.390963 0.1 -0.4 0.1
Cl -1.108615 2.254485 -1.318231 -0.5 -0.3 0.3
Cl 0.593824 2.340433 1.380688 -0.6 -1.1 -1.0
H -0.429750 -2.580706 0.632598 1.4 1.7 -0.6
H 1.108154 -1.568692 -0.003684 1.6 -0.3 -0.2
H -1.725813 -0.378679 0.438903 1.7 -0.5 0.1

=====

10
Properties=species:S:1:pos:R:3:forces:R:3 method="wB97M-V/def2-TZVPD" gap_ev=9.73 e_above_lowest_kj_mol=442.2 lumo_ev=0.55 homo_energy_ev=-9.2 multiplicity=1 e_tot_ha=-682.2023
C -0.655144 -0.100499 0.594363 2.9 3.6 -4.3
C 0.538118 -0.232266 -0.397244 1.9 -1.1 1.4
C -0.366945 0.827889 -0.368109 -4.3 -0.6 3.4
C 1.975683 0.123309 -0.035548 1.3 1.7 1.0
N 2.574572 1.255743 -0.057796 -0.9 -1.3 0.0
O 4.478501 -0.479174 -0.645217 0.6 0.1 0.5
S 3.736795 0.024492 0.512141 -1.9 -0.6 -1.6
H -1.187532 -0.434711 1.431500 -0.5 -0.6 0.7
H 0.416471 -0.858782 -1.217530 0.5 -1.8 -1.2
H -0.864885 1.585285 -0.937015 0.4 0.5 -0.1